No. 1
This record from the Open Molecules 2025 dataset describes C32H61AlBCl2F5N5O17PS as an isolated structure in a non-equilibrium geometry. The level of theory is ωB97M-V/def2-TZVPD.

Calculated values
LUMO energy = -0.326 eV
HOMO energy = -2.431 eV
max |F| = 4.8 eV/A
Kohn-Sham gap = 2.11 eV
DFT total energy = -142449.261 eV

The geometry in ORCA input format:
```
! RIJCOSX wB97M-V def2-TZVPD def2/J DEFGRID3
* xyz -2 1
C 3.3305 -4.8465 0.3855
O 4.6787 -4.6762 -0.1861
C 4.8445 -3.2370 -0.4435
C 6.0029 -2.6735 0.5147
C 6.6525 -1.3588 -0.1604
C 6.0483 0.0288 0.3592
C 4.4674 0.2078 0.0402
C 4.3318 0.4094 -1.5428
C 2.7967 0.5263 -2.0516
N 1.7907 0.1251 -1.0127
C 1.4820 -1.2982 -0.9857
C 0.4481 -1.9165 -0.0353
C -0.3037 -0.9737 0.9264
C -1.4128 -1.6125 1.8647
O -1.2109 -1.9138 3.0501
O -2.6900 -1.8759 1.2400
C -2.7574 -3.2969 0.8642
C -2.7878 -3.5116 -0.7328
O -3.8628 -3.1584 -1.3123
N -1.6227 -4.0565 -1.4235
C -1.2867 -5.4465 -0.9961
C -1.7002 -3.9031 -2.9044
C 0.0747 0.5532 0.9056
C -0.7419 1.4735 1.9158
C -2.0113 2.0952 1.1082
O -1.6243 3.0504 0.0807
C -2.1914 2.7510 -1.1822
C -1.2075 2.8847 -2.4562
O -3.3832 2.4377 -1.4040
C 1.1634 1.0810 -0.1009
P 1.5805 2.9177 -0.0818
O 3.0257 3.3183 -0.8834
O 1.8485 3.4924 1.5330
H 3.3071 -5.9302 0.7805
H 2.5027 -4.7565 -0.4048
H 3.1367 -4.1415 1.2802
H 5.0855 -3.1252 -1.5597
H 3.8161 -2.7719 -0.2635
H 5.6495 -2.4370 1.5724
H 6.8290 -3.4673 0.5996
H 7.7816 -1.3783 0.0872
H 6.5898 -1.5067 -1.2960
H 6.5812 0.8597 -0.2430
H 6.2775 0.2271 1.4600
H 4.1185 1.1146 0.6492
H 3.9521 -0.7447 0.4235
H 4.9988 1.2705 -1.9258
H 4.8080 -0.5552 -2.0301
H 2.6793 -0.2504 -2.9298
H 2.5510 1.5370 -2.5503
H 2.0128 -2.0053 -1.7169
H 0.2729 -3.0361 -0.0825
H -1.8897 -3.8535 1.3674
H -3.7309 -3.7282 1.2914
H -1.2223 -5.4596 0.1563
H -2.0272 -6.2396 -1.3509
H -0.2083 -5.6496 -1.3522
H -2.1460 -2.8769 -3.1526
H -2.2810 -4.7486 -3.4084
H -0.6080 -3.8734 -3.2823
H -0.1404 2.2974 2.4244
H -1.2296 0.8782 2.7783
H -2.7003 1.2525 0.7172
H -2.6442 2.6325 1.9139
H -0.2494 2.2894 -2.3093
H -1.7831 2.4912 -3.3553
H -0.9804 3.9941 -2.6429
H 3.6653 3.7172 -0.2349
H 2.5153 2.9132 1.9733
O -6.2792 -4.2810 2.0631
S -7.2525 -3.3876 2.6355
O -7.4513 -3.2860 4.0566
O -8.6854 -3.6476 1.9273
C -9.2026 -4.9768 1.9079
C -9.8106 -5.3572 3.2443
C -6.9777 -1.7638 1.9887
H -8.4283 -5.6897 1.6078
H -9.9787 -5.0019 1.1393
H -9.0422 -5.4382 4.0165
H -10.3226 -6.3196 3.1742
H -10.5228 -4.5977 3.5757
H -6.8873 -1.8259 0.9045
H -6.0517 -1.3825 2.4203
H -7.8127 -1.1239 2.2737
C 2.6996 0.3816 -6.2333
O 2.5797 -0.2950 -5.2025
N 2.6436 -0.1647 -7.4654
N 2.8993 1.7155 -6.2025
H 2.7412 0.3562 -8.3131
H 2.5032 -1.1594 -7.5179
H 2.9478 2.1522 -5.2976
H 2.9980 2.2825 -7.0225
C -0.8310 5.5891 2.8002
C -0.4306 4.7812 4.0505
O -1.2111 3.6982 4.0890
H -1.8735 5.9097 2.8402
H -0.2109 6.4964 2.7247
H -0.6813 5.0130 1.8784
H -0.4882 5.4987 4.8956
H 0.6653 4.6367 3.9599
Al 3.9568 -1.3194 -3.3223
Cl 0.5410 1.0861 -7.6463
F 6.3122 0.4578 -3.4545
B 6.9801 2.7334 3.1267
F 7.7308 3.8790 3.5502
F 5.8537 3.1619 2.3399
F 7.8160 1.8784 2.3348
F 6.5137 2.0155 4.2752
Cl 1.8757 -4.6065 2.8247
C -2.7991 6.3528 -0.5029
C -3.4925 6.9792 0.6634
O -3.1318 6.9274 1.8048
N -4.7659 7.6567 0.5155
C -4.6911 8.9156 -0.2689
H -1.7214 6.3972 -0.3430
H -3.1229 5.3141 -0.6016
H -3.0294 6.8897 -1.4263
H -5.4224 7.0094 0.0709
H -5.0456 7.8341 1.4873
H -5.6629 9.4040 -0.2069
H -4.4633 8.6722 -1.3060
H -3.9175 9.5511 0.1646
C 5.5446 -7.1419 1.6688
O 4.3605 -7.3125 1.3856
O 5.9705 -6.3144 2.5055
O 6.5023 -7.7692 1.1655
*
```


No. 2
This record from the Open Molecules 2025 dataset describes C32H62FI2N7O9 as an isolated structure in a non-equilibrium geometry. The level of theory is ωB97M-V/def2-TZVPD.

Calculated values
LUMO energy = -0.072 eV
HOMO energy = -8.390 eV
max |F| = 9.5 eV/A
Kohn-Sham gap = 8.32 eV
DFT total energy = -81953.897 eV

The geometry in ORCA input format:
```
! RIJCOSX wB97M-V def2-TZVPD def2/J DEFGRID3
* xyz 0 1
C 6.4930 1.4164 1.2974
C 5.5841 1.1974 0.2209
C 4.2704 0.7616 -0.7183
C 3.3102 -0.3290 0.0392
O 1.8812 0.0110 0.0787
C 1.6281 1.3422 0.6450
C -0.0222 1.4154 0.9066
C -0.5840 2.9464 1.0806
O -1.1455 3.5141 -0.1890
C -0.1907 4.4584 -0.7962
O -0.1100 5.6813 -0.2074
C 0.7400 4.1632 -2.1129
C 2.3705 4.3686 -1.8300
C 2.3475 1.6473 2.0834
N 1.8044 0.8658 3.2585
F 1.7331 -0.4656 3.0245
C 3.4490 -1.7780 -0.7810
I 4.4691 -3.5024 0.1735
C 2.9197 -1.9547 -2.1895
C 2.1603 -0.7725 -3.0340
I 3.1566 -3.9038 -3.2483
H 7.4378 1.6932 1.9710
H 4.7544 0.1887 -1.6472
H 3.7173 1.6881 -1.1704
H 3.7613 -0.5597 1.1202
H 1.8413 2.1760 -0.1708
H -0.5122 0.9644 -0.0836
H -0.3756 0.7120 1.7784
H 0.2020 3.6657 1.5806
H -1.5120 2.9009 1.8279
H 0.5383 3.1040 -2.6083
H 0.4605 4.9675 -2.9460
H 2.8060 5.3393 -2.3219
H 2.8756 3.3791 -2.2577
H 2.5670 4.4141 -0.6549
H 3.5169 1.5451 2.0912
H 2.1292 2.7963 2.3252
H 0.9161 1.2650 3.6332
H 2.7207 0.2578 -3.0443
H 1.0725 -0.6199 -2.5672
H 1.9769 -1.1403 -4.1445
C 0.1548 -2.5466 4.8236
C -0.5380 -3.0840 6.0460
O -1.7455 -2.9418 6.2263
N 0.2157 -3.7459 6.9697
C 1.6331 -4.0139 6.9411
H -0.5741 -2.0449 4.1804
H 0.9172 -1.8183 5.1150
H 0.6070 -3.3667 4.2585
H -0.3219 -4.0769 7.7631
H 1.7742 -5.0962 6.9786
H 2.0817 -3.5608 7.8278
H 2.1141 -3.6152 6.0462
C 6.3001 -5.3567 -6.9558
C 6.5108 -4.4045 -5.8103
O 5.7857 -3.4280 -5.6327
N 7.5437 -4.6510 -4.9549
C 8.4972 -5.7331 -4.9928
H 5.4414 -5.0307 -7.5497
H 7.1828 -5.3667 -7.6017
H 6.0950 -6.3613 -6.5747
H 7.6202 -3.9664 -4.2109
H 8.4185 -6.2873 -4.0551
H 9.4971 -5.3011 -5.0734
H 8.3251 -6.4103 -5.8312
C -2.4346 7.1556 -1.3907
C -2.2357 7.0344 -2.8769
O -1.3181 6.3745 -3.3601
N -3.1116 7.6848 -3.6950
C -4.2421 8.5016 -3.3255
H -1.6608 6.5842 -0.8699
H -2.3541 8.2031 -1.0863
H -3.4110 6.7506 -1.1094
H -2.9117 7.5552 -4.6805
H -5.1382 8.0592 -3.7659
H -4.0902 9.4993 -3.7429
H -4.3667 8.5751 -2.2438
C -1.7608 -5.6594 1.3417
C -0.2924 -5.9462 1.4979
O 0.1186 -7.0059 1.9658
N 0.5926 -4.9873 1.1021
C 0.3118 -3.6908 0.5346
H -2.3411 -6.5149 1.6994
H -2.0365 -4.7828 1.9351
H -2.0004 -5.4965 0.2869
H 1.5611 -5.2544 1.2390
H 0.7868 -3.6405 -0.4474
H 0.7511 -2.9329 1.1868
H -0.7587 -3.5050 0.4308
C -4.2223 -1.1693 1.4319
C -3.1444 -1.4793 0.4293
O -2.2287 -2.2608 0.6773
N -3.2044 -0.8634 -0.7858
C -4.1889 0.0766 -1.2642
H -4.0408 -1.7340 2.3509
H -4.2126 -0.1027 1.6744
H -5.1986 -1.4612 1.0344
H -2.4446 -1.1231 -1.4050
H -4.6514 -0.3434 -2.1599
H -3.6737 1.0036 -1.5253
H -4.9600 0.2861 -0.5208
C -8.0154 0.6071 3.2337
C -7.3904 0.5540 1.8663
O -6.9769 -0.4959 1.3790
N -7.2894 1.7180 1.1632
C -7.7114 3.0402 1.5575
H -8.0264 -0.3957 3.6705
H -7.4316 1.2619 3.8871
H -9.0470 0.9630 3.1603
H -6.8582 1.6006 0.2531
H -8.4378 3.3969 0.8242
H -6.8360 3.6932 1.5448
H -8.1612 3.0543 2.5517
*
```